1.
The following is a DFT calculation (ωB97M-V/def2-TZVPD) of a 11-piece molecular cluster, C37H68F2N3O13S4 overall at a distorted geometry.

The geometry in XYZ format:
```
127
Properties=species:S:1:pos:R:3
C 2.65 0.52 -0.84
C 1.20 0.75 -0.62
O 0.46 1.22 -1.50
N 0.58 0.39 0.66
H 1.02 -0.51 1.16
H 0.72 1.20 1.37
C -1.02 0.48 0.63
H 3.16 0.29 0.02
H 3.07 1.45 -1.24
H 2.89 -0.31 -1.42
H -1.35 0.10 1.43
H -1.19 -0.38 -0.12
H -1.47 1.37 0.42
C 0.55 4.52 4.53
C 1.76 4.96 3.70
O 2.61 5.73 4.06
N 1.90 4.18 2.37
H 2.71 3.97 1.92
H 1.42 3.20 2.57
C 1.05 4.71 1.26
H -0.41 4.74 3.92
H 0.28 5.10 5.44
H 0.72 3.56 4.81
H 1.41 5.79 1.16
H 0.02 4.70 1.47
H 1.16 4.21 0.31
C 0.23 -1.37 4.56
C 1.76 -0.99 4.69
O 2.40 -1.30 5.69
N 2.36 -0.16 3.56
H 2.18 -0.89 2.83
H 1.48 0.60 3.52
C 3.77 0.25 3.68
H -0.36 -1.27 5.44
H 0.36 -2.44 4.11
H -0.05 -0.66 3.84
H 4.24 0.54 2.72
H 4.25 -0.29 4.27
H 4.11 1.15 4.24
O 0.81 1.97 2.83
H -0.03 1.98 3.35
O 1.62 -1.75 1.51
H 2.18 -2.45 1.19
F -3.78 -5.37 -3.08
C -2.95 -4.30 -2.77
C -3.20 -2.97 -3.24
C -2.26 -2.04 -2.89
C -1.21 -2.36 -1.91
C -1.04 -3.59 -1.37
C -1.76 -4.66 -1.95
H -3.89 -2.78 -4.00
H -2.49 -1.02 -3.21
H -0.58 -1.46 -1.81
H -0.18 -3.74 -0.90
H -1.66 -5.67 -1.59
F -2.73 -1.92 2.45
C -2.60 -3.25 2.56
C -3.67 -4.00 2.89
C -3.69 -5.48 2.94
C -2.51 -6.09 2.53
C -1.52 -5.28 2.07
C -1.46 -3.94 2.03
H -4.56 -3.49 3.34
H -4.57 -6.20 3.26
H -2.49 -7.25 2.42
H -0.57 -5.69 1.59
H -0.58 -3.57 1.55
C -5.18 2.85 5.60
C -4.55 4.05 4.91
C -3.96 3.64 3.70
S -2.96 2.24 4.20
O -1.75 2.69 4.82
O -2.84 1.18 3.25
C -4.06 1.79 5.48
H -6.05 2.58 5.31
H -5.42 3.07 6.65
H -3.97 4.51 5.48
H -5.36 4.77 4.61
H -3.29 4.47 3.14
H -4.71 3.38 2.91
H -3.51 1.40 6.41
H -4.51 0.94 5.46
C -4.00 1.34 -1.58
C -4.20 2.56 -0.61
C -5.16 3.43 -1.13
S -4.85 3.39 -2.85
O -3.95 4.51 -3.21
O -6.04 3.09 -3.52
C -3.90 1.92 -3.02
H -4.79 0.80 -1.39
H -3.27 0.65 -1.40
H -3.35 3.27 -0.55
H -4.54 2.26 0.44
H -4.99 4.51 -0.92
H -6.03 3.10 -0.89
H -2.91 2.13 -3.27
H -4.36 1.20 -3.75
C 6.23 1.06 -4.27
C 5.70 -0.22 -3.64
C 6.08 -1.14 -4.42
S 7.71 -0.89 -4.97
O 7.93 -0.98 -6.39
O 8.51 -1.65 -4.03
C 7.67 0.84 -4.64
H 6.14 1.87 -3.47
H 5.54 1.38 -4.99
H 4.58 -0.22 -3.32
H 6.15 -0.67 -2.64
H 5.41 -1.32 -5.23
H 5.92 -2.19 -4.18
H 7.71 1.18 -5.44
H 8.46 1.23 -3.94
C 0.75 -3.14 -5.95
C 1.96 -2.35 -6.50
C 2.67 -1.92 -5.39
S 2.74 -3.13 -4.11
O 2.84 -2.37 -2.82
O 3.67 -4.21 -4.38
C 1.18 -3.62 -4.47
H 0.73 -4.03 -6.65
H -0.22 -2.73 -5.95
H 1.37 -1.65 -7.19
H 2.54 -2.94 -7.11
H 2.29 -1.04 -5.04
H 3.57 -1.81 -5.56
H 0.48 -3.26 -3.67
H 0.95 -4.55 -4.40
```

Results
energy above the lowest of the compared OMol25 structures with the same formula, charge and spin	308.81	kJ/mol
charge	+1
HOMO level	-0.4053	hartree

2.
The following is a DFT calculation (ωB97M-V/def2-TZVPD) of C37H70Ge2N3NiOSi as an isolated structure at a distorted geometry.

The geometry in XYZ format:
```
115
Properties=species:S:1:pos:R:3
Ni 0.17 0.37 -0.43
C 1.66 5.50 0.95
C 1.78 4.35 -0.04
Ge 1.17 2.46 0.58
C 2.85 1.88 1.62
C 3.39 2.84 2.66
C 0.09 3.08 2.10
C -0.98 2.41 2.52
Ge -1.32 0.69 1.49
C -3.11 1.21 0.58
C -4.49 1.18 1.22
C -1.31 -0.51 3.21
C -2.55 -1.13 3.83
C -1.82 2.90 3.62
C -3.03 2.27 3.90
C -3.90 2.75 4.85
C -3.58 3.90 5.57
C -2.37 4.52 5.33
C -1.50 4.03 4.38
H 2.09 6.41 0.51
H 2.19 5.30 1.87
H 0.62 5.71 1.18
H 2.83 4.27 -0.34
H 1.21 4.63 -0.93
H 3.64 1.69 0.88
H 2.61 0.94 2.11
H 3.77 3.75 2.20
H 4.21 2.39 3.23
H 2.61 3.12 3.37
H 0.40 4.00 2.56
H -3.12 0.56 -0.29
H -2.91 2.22 0.22
H -4.64 0.27 1.81
H -5.27 1.20 0.45
H -4.65 2.03 1.87
H -0.83 0.13 3.96
H -0.60 -1.31 3.00
H -3.12 -0.39 4.39
H -2.28 -1.92 4.53
H -3.21 -1.55 3.07
H -3.27 1.39 3.35
H -4.84 2.25 5.03
H -4.27 4.30 6.30
H -2.11 5.41 5.89
H -0.57 4.55 4.22
C 1.31 1.13 -4.35
C 1.06 1.89 -3.03
C -0.13 2.85 -3.25
C 2.35 2.71 -2.78
N 0.79 1.00 -1.98
H 1.40 1.84 -5.17
H 0.51 0.44 -4.57
H 2.24 0.56 -4.27
H 0.11 3.60 -4.01
H -0.37 3.35 -2.31
H -1.01 2.30 -3.57
H 2.93 2.81 -3.70
H 2.96 2.21 -2.03
H 2.12 3.70 -2.43
C -0.14 -3.84 -3.53
C 0.39 -2.86 -2.49
C 1.18 -3.68 -1.47
C 1.41 -1.97 -3.20
Si -1.01 -1.64 -1.52
C -1.81 -2.97 -0.16
C -3.09 -2.36 0.41
C -2.19 -4.37 -0.65
C -0.83 -3.17 1.00
C -2.48 -1.33 -2.97
C -1.84 -0.77 -4.23
C -3.50 -0.27 -2.56
C -3.28 -2.58 -3.33
H 0.69 -4.41 -3.94
H -0.63 -3.33 -4.35
H -0.85 -4.54 -3.10
H 2.07 -4.11 -1.95
H 0.60 -4.50 -1.07
H 1.51 -3.04 -0.65
H 2.27 -2.56 -3.53
H 1.75 -1.17 -2.55
H 0.95 -1.53 -4.08
H -3.83 -2.20 -0.36
H -2.86 -1.41 0.88
H -3.53 -3.02 1.16
H -3.01 -4.34 -1.37
H -2.53 -4.97 0.20
H -1.36 -4.89 -1.11
H -0.28 -2.25 1.19
H -0.11 -3.95 0.80
H -1.37 -3.44 1.91
H -1.34 0.16 -3.98
H -2.60 -0.56 -4.99
H -1.12 -1.44 -4.68
H -3.00 0.67 -2.33
H -4.11 -0.57 -1.71
H -4.18 -0.08 -3.39
H -2.65 -3.42 -3.59
H -3.93 -2.37 -4.19
H -3.93 -2.87 -2.51
N 1.62 -0.81 0.44
C 2.69 -1.23 0.51
N 3.88 -1.75 0.69
C 5.07 -0.92 0.56
C 6.18 -1.54 1.42
O 6.44 -2.87 1.03
C 5.28 -3.67 1.16
C 4.13 -3.13 0.30
H 4.84 0.09 0.92
H 5.40 -0.86 -0.48
H 5.88 -1.51 2.48
H 7.11 -0.99 1.28
H 4.97 -3.70 2.21
H 5.56 -4.67 0.83
H 3.23 -3.72 0.47
H 4.40 -3.19 -0.76
```

Results
2S+1	3
charge	-1
expectation value of S²	2.09
HOMO level (spin up / spin down)	-0.1279 / -0.1617	hartree

3.
The following is a DFT calculation (ωB97M-V/def2-TZVPD) of a 6-piece molecular cluster, C37H71BF2N3O11PS5Si overall at a distorted geometry.

The geometry in XYZ format:
```
132
Properties=species:S:1:pos:R:3
H 3.40 -1.95 -1.25
N 2.79 -1.95 -0.43
C 2.14 -0.86 -0.48
N 2.33 0.08 -1.56
N 1.19 -0.46 0.50
C 0.23 -1.51 0.91
C -0.92 -1.81 -0.09
C -1.01 -0.98 -1.38
C -2.46 -0.49 -1.68
P -2.81 1.30 -1.33
B -3.87 1.27 0.32
C -3.46 0.30 1.50
O -4.97 2.08 0.46
C -1.23 2.20 -0.92
F -0.61 1.57 0.13
F -0.43 2.15 -2.02
C -1.38 3.66 -0.54
C -0.14 4.07 0.29
Si -0.42 4.29 2.14
C -1.06 6.02 2.54
C -1.75 3.12 2.80
C 1.13 3.86 3.13
C 2.10 3.08 2.57
C 3.19 2.70 3.28
C 3.30 3.13 4.57
C 2.36 3.91 5.15
C 1.25 4.28 4.43
H 1.96 0.97 -1.25
H 1.70 -0.19 -2.32
H 1.67 -0.09 1.31
H -0.20 -1.17 1.85
H 0.77 -2.42 1.15
H -0.83 -2.86 -0.38
H -1.85 -1.77 0.47
H -0.30 -0.16 -1.42
H -0.76 -1.65 -2.20
H -3.20 -1.08 -1.14
H -2.67 -0.64 -2.73
H -3.91 -0.70 1.39
H -2.38 0.16 1.52
H -3.75 0.70 2.47
H -4.78 2.71 1.17
H -1.39 4.22 -1.47
H -2.31 3.86 -0.01
H 0.68 3.39 0.07
H 0.19 5.03 -0.11
H -1.17 6.16 3.62
H -2.07 6.11 2.13
H -0.44 6.81 2.11
H -1.78 3.30 3.88
H -2.74 3.40 2.43
H -1.51 2.09 2.60
H 1.96 2.75 1.55
H 3.92 2.06 2.81
H 4.16 2.81 5.14
H 2.45 4.26 6.17
H 0.47 4.89 4.86
O -3.99 -1.90 -4.96
S -4.91 -2.25 -3.91
O -4.52 -3.12 -2.83
C -5.59 -0.73 -3.24
C -6.82 -0.47 -4.10
C -7.51 -1.83 -4.28
C -6.43 -2.85 -4.65
H -4.85 0.06 -3.28
H -5.87 -0.93 -2.20
H -7.48 0.26 -3.63
H -6.52 -0.08 -5.07
H -7.99 -2.12 -3.34
H -8.29 -1.79 -5.04
H -6.64 -3.84 -4.25
H -6.28 -2.90 -5.72
O 6.85 -4.97 3.76
S 6.64 -5.27 2.36
O 7.22 -6.44 1.76
C 4.88 -5.23 2.02
C 4.61 -3.77 1.65
C 5.76 -3.35 0.74
C 7.06 -3.82 1.39
H 4.33 -5.57 2.90
H 4.70 -5.89 1.18
H 3.64 -3.66 1.16
H 4.60 -3.15 2.55
H 5.64 -3.82 -0.24
H 5.77 -2.27 0.58
H 7.82 -4.10 0.66
H 7.47 -3.07 2.07
O -1.71 2.48 -8.36
S -0.83 1.40 -7.99
O -0.59 0.29 -8.88
C 0.74 2.10 -7.49
C 0.58 2.36 -5.99
C -0.13 1.12 -5.43
C -1.30 0.79 -6.37
H 0.94 3.00 -8.07
H 1.51 1.36 -7.68
H 1.54 2.53 -5.51
H -0.04 3.24 -5.83
H 0.57 0.28 -5.41
H -0.47 1.28 -4.41
H -1.49 -0.27 -6.43
H -2.21 1.31 -6.07
O -1.80 -1.30 4.42
S -2.93 -0.86 5.20
O -3.13 0.53 5.51
C -4.43 -1.52 4.47
C -4.61 -2.87 5.14
C -4.31 -2.64 6.63
C -3.01 -1.83 6.71
H -4.31 -1.58 3.39
H -5.24 -0.84 4.71
H -5.62 -3.26 4.99
H -3.91 -3.60 4.72
H -5.13 -2.08 7.08
H -4.21 -3.58 7.17
H -3.01 -1.15 7.56
H -2.13 -2.47 6.74
O 4.08 0.81 1.04
S 4.74 0.94 -0.23
O 4.41 2.00 -1.15
C 6.51 0.93 0.05
C 6.89 -0.55 0.00
C 6.11 -1.15 -1.18
C 4.66 -0.65 -1.08
H 6.73 1.40 1.00
H 6.97 1.48 -0.77
H 7.96 -0.68 -0.12
H 6.59 -1.04 0.93
H 6.55 -0.80 -2.12
H 6.15 -2.23 -1.18
H 4.20 -0.50 -2.05
H 4.05 -1.31 -0.47
```

Results
charge	0
SMILES	[H]/N=C(\N)NCCCCP(B(C)O)C(F)(F)CC[Si](C)(C)c1ccccc1.O=S1(=O)CCCC1.O=S1(=O)CCCC1.O=S1(=O)CCCC1.O=S1(=O)CCCC1.O=S1(=O)CCCC1
HOMO level	-0.3074	hartree

4.
The following is a DFT calculation (ωB97M-V/def2-TZVPD) of a 4-piece molecular cluster, C37H73Br2Cl2N4O5P overall at a distorted geometry.

The geometry in XYZ format:
```
124
Properties=species:S:1:pos:R:3
C -4.58 3.35 -1.31
C -3.51 4.43 -0.67
C -1.93 4.04 -1.00
O -1.18 4.29 0.25
C -0.20 3.19 0.51
C -0.95 2.00 1.41
O -0.93 0.77 0.60
C -2.32 0.33 0.27
C -2.20 -1.33 0.09
Br -0.74 -1.80 -1.19
O -3.45 -2.03 -0.01
C -4.03 -2.21 -1.32
C -3.94 -0.97 -2.38
C -3.62 -3.63 -2.09
C -4.71 -4.01 -3.30
O -4.70 -3.45 -4.52
Cl -6.05 -5.32 -3.04
C -5.68 -2.40 -1.04
C -6.19 -1.60 0.30
C -6.17 0.04 0.16
Cl -8.02 -2.06 0.48
P -1.48 -1.88 1.83
O -1.70 -3.64 1.92
Br -2.75 -1.07 3.53
C 0.03 1.70 2.74
C 1.56 1.38 2.39
C 2.59 1.02 3.60
C 1.82 1.05 5.03
C 0.27 1.45 5.09
N -0.71 1.79 4.02
H -4.49 3.37 -2.48
H -5.66 3.65 -0.95
H -4.28 2.30 -0.89
H -3.63 4.38 0.51
H -3.70 5.53 -1.02
H -1.47 4.78 -1.82
H -1.80 2.90 -1.32
H 0.27 2.75 -0.47
H 0.69 3.71 1.10
H -2.01 2.38 1.71
H -2.58 0.87 -0.75
H -3.09 0.58 1.12
H -4.76 -1.19 -3.22
H -4.23 0.09 -1.94
H -2.91 -0.92 -2.97
H -3.54 -4.51 -1.29
H -2.58 -3.58 -2.63
H -5.90 -3.56 -0.82
H -6.31 -2.13 -2.01
H -5.70 -1.99 1.31
H -5.10 0.49 0.02
H -6.56 0.46 1.21
H -6.96 0.45 -0.63
H -2.66 -3.87 1.76
H 1.94 1.40 1.28
H 3.73 0.77 3.46
H 2.41 0.79 6.02
H -0.20 1.48 6.19
C 4.35 6.57 -4.83
C 4.10 5.10 -4.47
N 4.12 4.83 -3.03
C 4.15 3.40 -2.71
C 2.94 2.56 -3.12
C 3.20 5.63 -2.21
C 1.71 5.56 -2.54
H 5.30 6.93 -4.41
H 4.41 6.68 -5.92
H 3.54 7.22 -4.49
H 4.90 4.52 -4.95
H 3.17 4.78 -4.94
H 4.32 3.27 -1.64
H 5.03 2.97 -3.19
H 2.09 2.74 -2.45
H 3.19 1.50 -3.04
H 2.62 2.75 -4.15
H 3.51 6.68 -2.27
H 3.34 5.38 -1.15
H 1.52 5.61 -3.61
H 1.20 6.41 -2.08
H 1.25 4.66 -2.14
C -5.98 -8.26 -1.20
C -4.58 -7.85 -0.75
N -4.42 -7.75 0.70
C -3.16 -7.11 1.11
C -1.86 -7.83 0.76
C -4.78 -8.94 1.48
C -4.05 -10.25 1.16
H -6.73 -7.57 -0.80
H -6.04 -8.23 -2.29
H -6.23 -9.27 -0.89
H -4.38 -6.87 -1.19
H -3.85 -8.54 -1.19
H -3.18 -6.92 2.19
H -3.13 -6.12 0.65
H -1.68 -8.68 1.42
H -1.02 -7.14 0.90
H -1.83 -8.17 -0.28
H -5.86 -9.12 1.35
H -4.67 -8.73 2.55
H -3.95 -10.42 0.09
H -4.62 -11.09 1.57
H -3.06 -10.27 1.61
C 6.81 4.77 0.94
C 7.42 4.27 2.25
N 7.03 2.90 2.60
C 7.40 2.53 3.97
C 8.88 2.47 4.31
C 7.29 1.87 1.59
C 8.73 1.69 1.12
H 5.72 4.70 0.96
H 7.07 5.82 0.79
H 7.18 4.22 0.08
H 7.07 4.95 3.04
H 8.50 4.38 2.20
H 6.94 1.56 4.22
H 6.93 3.25 4.65
H 9.36 1.57 3.90
H 9.01 2.42 5.40
H 9.43 3.35 3.97
H 6.67 2.09 0.71
H 6.92 0.90 1.95
H 9.24 2.64 0.94
H 8.74 1.13 0.18
H 9.32 1.12 1.83
```

Results
charge	0
SMILES	CCCOC[C@@H](OC[C@](Br)(O[C@@](C)(CC(=O)Cl)C[C@@H](C)Cl)P(O)Br)c1ccccn1.CCN(CC)CC.CCN(CC)CC.CCN(CC)CC
HOMO level	-0.3018	hartree

| no. | energy (eV) |
| --- | --- |
| 1 | -119309.692 |
| 2 | -207971.873 |
| 3 | -143964.053 |
| 4 | -230155.948 |